1.
Formula: C4H13NO2
Source: the Open Molecules 2025 dataset
Level of theory: ωB97M-V/def2-TZVPD

Results
**F_max**: 4.72 eV/Å
**Energy above the lowest of the compared OMol25 structures with the same formula, charge and spin**: 56.5 kcal/mol
**Frontier orbital gap (spin up / spin down)**: 10.97 / 7.45 eV

Geometry as ORCA input:
```
! wB97M-V def2-TZVPD RIJCOSX def2/J DEFGRID3
* xyz 1 2
C 2.499 0.351 0.644
C 1.253 0.032 1.089
N 0.325 -0.623 0.165
C -0.840 -1.288 0.906
C -2.001 -0.341 1.164
H 3.341 0.701 1.403
H 2.732 0.354 -0.461
H 0.815 -0.080 2.071
H 0.046 -0.630 -0.874
H -0.314 -1.800 1.911
H -1.161 -2.157 0.389
H -2.832 -0.901 1.496
H -2.374 0.100 0.235
H -1.889 0.382 1.942
H -0.628 2.956 -0.758
H -1.227 2.028 0.149
O -1.293 2.214 -0.813
H 1.665 -1.041 -3.750
H 1.030 0.219 -3.130
O 0.852 -0.475 -3.779
*
```

=====

2.
Formula: C3H7NOS2
Source: the Open Molecules 2025 dataset
Level of theory: ωB97M-V/def2-TZVPD

Results
**F_max**: 2.97 eV/Å
**Energy above the lowest of the compared OMol25 structures with the same formula, charge and spin**: 35.3 kcal/mol
**SMILES**: N[C@H](C=O)CSS
**Frontier orbital gap**: 9.47 eV

Geometry as ORCA input:
```
! wB97M-V def2-TZVPD RIJCOSX def2/J DEFGRID3
* xyz 0 1
N 0.912 1.507 -0.589
C -0.277 0.596 -0.598
C -1.363 1.484 0.043
O -1.172 2.307 0.896
C 0.026 -0.643 0.271
S 1.065 -1.841 -0.700
S 1.413 -3.320 0.617
H 0.811 2.274 0.054
H 1.782 1.002 -0.537
H -0.540 0.304 -1.607
H -2.438 1.362 -0.217
H -0.930 -1.174 0.490
H 0.607 -0.329 1.162
H 0.103 -3.529 0.715
*
```

=====

3.
Formula: C4H12
Source: the Open Molecules 2025 dataset
Level of theory: ωB97M-V/def2-TZVPD

Results
**F_max**: 5.63 eV/Å
**Energy above the lowest of the compared OMol25 structures with the same formula, charge and spin**: 38.9 kcal/mol
**SMILES**: CC.CC
**Frontier orbital gap**: 12.17 eV

Geometry as ORCA input:
```
! wB97M-V def2-TZVPD RIJCOSX def2/J DEFGRID3
* xyz 0 1
C -2.145 0.436 -0.113
C -2.264 -0.704 -1.054
H -1.105 0.645 -0.153
H -2.701 1.303 -0.608
H -2.524 0.288 0.997
H -1.385 -0.970 -1.535
H -3.241 -0.527 -1.623
H -2.475 -1.745 -0.571
C 2.033 0.638 0.047
C 2.429 -0.271 1.148
H 2.395 1.626 0.360
H 2.456 0.412 -0.924
H 0.829 0.682 -0.253
H 2.815 -1.204 0.814
H 3.278 0.119 1.811
H 1.606 -0.730 1.657
*
```

=====

4.
Formula: C4H9N2O
Source: the Open Molecules 2025 dataset
Level of theory: ωB97M-V/def2-TZVPD

Results
**F_max**: 4.31 eV/Å
**Energy above the lowest of the compared OMol25 structures with the same formula, charge and spin**: 38.5 kcal/mol
**Frontier orbital gap**: 10.91 eV

Geometry as ORCA input:
```
! wB97M-V def2-TZVPD RIJCOSX def2/J DEFGRID3
* xyz 1 1
C -1.293 -2.183 0.433
C -0.982 -0.924 -0.200
C -0.371 -0.255 -1.202
N 0.175 0.947 -0.656
C -0.281 1.113 0.569
N -1.095 0.059 0.812
H -1.967 -2.075 1.245
H -1.770 -2.909 -0.240
H -0.323 -2.704 0.747
H -0.095 -0.254 -2.190
H 0.858 1.479 -1.164
H -0.244 1.950 1.265
H -1.791 0.234 1.506
H 3.005 2.498 -0.820
H 3.437 1.208 0.043
O 2.737 1.814 -0.149
*
```

=====

5.
Formula: C23H27NO3PTi
Source: the Open Molecules 2025 dataset
Level of theory: ωB97M-V/def2-TZVPD

Results
**F_max**: 1.33 eV/Å
**Energy above the lowest of the compared OMol25 structures with the same formula, charge and spin**: 9.3 kcal/mol
**Frontier orbital gap (spin up / spin down)**: 7.41 / 8.14 eV

Geometry as ORCA input:
```
! wB97M-V def2-TZVPD RIJCOSX def2/J DEFGRID3
* xyz 1 3
Ti -0.193 -1.440 -0.228
C -2.954 -1.218 -4.263
C -1.592 -1.202 -3.559
C -0.729 -0.047 -4.052
C -1.818 -1.199 -2.063
C -2.045 -2.426 -1.396
C -2.380 -2.461 -0.044
C -2.395 -1.297 0.735
C -2.691 -1.358 2.209
C -2.120 -0.078 0.087
C -1.886 -0.034 -1.299
H -2.817 -1.258 -5.343
H -3.519 -0.315 -4.025
H -3.551 -2.080 -3.963
H -1.072 -2.136 -3.792
H -1.211 0.920 -3.890
H -0.564 -0.145 -5.125
H 0.249 -0.041 -3.565
H -1.983 -3.347 -1.960
H -2.558 -3.415 0.437
H -1.879 -1.848 2.748
H -3.601 -1.930 2.390
H -2.826 -0.361 2.623
H -2.153 0.845 0.651
H -1.708 0.925 -1.764
O 1.226 -2.693 -1.179
N 1.523 -2.966 0.027
O 2.644 -3.079 0.430
O 0.510 -2.984 0.831
C 3.371 0.198 -0.193
P 1.662 0.318 0.415
C 1.207 2.050 0.110
C 1.305 3.040 1.083
C 0.975 4.352 0.774
C 0.558 4.686 -0.507
C 0.472 3.706 -1.487
C 0.789 2.392 -1.176
C 1.736 0.115 2.212
C 0.592 0.406 2.958
C 0.567 0.171 4.322
C 1.681 -0.370 4.952
C 2.818 -0.664 4.217
C 2.850 -0.422 2.849
H 3.999 0.956 0.275
H 3.350 0.368 -1.269
H 3.777 -0.797 -0.014
H 1.633 2.789 2.085
H 1.049 5.116 1.536
H 0.306 5.711 -0.744
H 0.162 3.965 -2.491
H 0.734 1.631 -1.946
H -0.275 0.842 2.471
H -0.319 0.412 4.896
H 1.662 -0.557 6.017
H 3.688 -1.084 4.705
H 3.744 -0.661 2.289
*
```

=====

6.
Formula: C4H10O3
Source: the Open Molecules 2025 dataset
Level of theory: ωB97M-V/def2-TZVPD

Results
**F_max**: 2.66 eV/Å
**Energy above the lowest of the compared OMol25 structures with the same formula, charge and spin**: 76.6 kcal/mol
**SMILES**: C=CC(=C)O.O.O
**Frontier orbital gap**: 8.34 eV

Geometry as ORCA input:
```
! wB97M-V def2-TZVPD RIJCOSX def2/J DEFGRID3
* xyz 0 1
C 0.394 2.288 0.140
C 0.911 1.094 0.475
O 1.582 0.339 -0.419
C 0.851 0.635 1.861
C 1.591 -0.432 2.282
H 0.724 2.799 -0.760
H -0.427 2.740 0.659
H 1.603 0.730 -1.297
H -0.114 0.867 2.317
H 1.818 -1.207 1.580
H 1.859 -0.521 3.329
H -0.442 -0.258 -1.781
H -1.076 0.515 -2.842
O -0.263 0.530 -2.316
H -3.290 -4.164 -0.421
H -3.549 -2.726 -0.279
O -3.767 -3.458 -0.872
*
```

=====

7.
Formula: Cl2H2NO2P
Source: the Open Molecules 2025 dataset
Level of theory: ωB97M-V/def2-TZVPD

Results
**F_max**: 3.05 eV/Å
**Energy above the lowest of the compared OMol25 structures with the same formula, charge and spin**: 72.9 kcal/mol
**Frontier orbital gap**: 9.40 eV

Geometry as ORCA input:
```
! wB97M-V def2-TZVPD RIJCOSX def2/J DEFGRID3
* xyz 0 1
N -0.210 -0.747 0.899
O -0.878 -1.261 -0.675
O 0.981 -0.794 0.844
P -2.299 -1.804 -0.245
Cl -3.258 0.166 0.110
Cl -2.947 -2.314 -2.078
H -0.720 -1.555 1.427
H -0.838 0.095 0.947
*
```

=====

8.
Formula: C2H4N4O2S2
Source: the Open Molecules 2025 dataset
Level of theory: ωB97M-V/def2-TZVPD

Results
**F_max**: 3.50 eV/Å
**Energy above the lowest of the compared OMol25 structures with the same formula, charge and spin**: 175.9 kcal/mol
**SMILES**: N=S1(=N)COS(=O)#CN=N1
**Frontier orbital gap**: 8.15 eV

Geometry as ORCA input:
```
! wB97M-V def2-TZVPD RIJCOSX def2/J DEFGRID3
* xyz 0 1
C 0.186 -0.552 -2.258
C -0.301 0.989 0.126
N 0.355 -1.143 -1.256
N 0.332 -1.612 -0.162
N -1.524 -1.160 1.372
N 0.787 -0.698 2.309
O 0.284 1.803 -3.302
O 0.749 1.333 -0.653
S 1.060 1.021 -2.363
S -0.148 -0.636 1.106
H -0.391 1.639 0.922
H -1.357 0.911 -0.232
H -1.699 -1.515 2.266
H 1.666 -0.381 2.125
*
```

=====

9.
Formula: C31H68BBr18N6O2
Source: the Open Molecules 2025 dataset
Level of theory: ωB97M-V/def2-TZVPD

Results
**F_max**: 3.56 eV/Å
**Frontier orbital gap**: 9.06 eV

Geometry as ORCA input:
```
! wB97M-V def2-TZVPD RIJCOSX def2/J DEFGRID3
* xyz 1 1
C 4.930 5.302 3.870
C 3.807 4.294 3.615
C 2.459 4.983 3.379
N 1.654 4.416 2.291
C 1.125 3.071 2.320
B 0.654 2.516 3.797
N -0.723 2.400 4.204
O 1.694 2.180 4.653
C -0.020 3.004 1.321
N -0.383 1.642 0.964
C -1.559 1.709 0.082
C -2.863 1.580 0.838
O -2.957 1.883 2.052
N -3.931 1.139 0.001
C -5.102 2.008 0.250
C -4.239 -0.261 0.329
C 0.770 1.050 0.263
C 1.898 0.846 1.214
N 3.058 0.209 0.649
C 3.457 -1.076 1.251
C 4.974 -1.241 1.209
N 2.265 2.179 1.818
H 4.976 6.051 3.069
H 4.787 5.820 4.821
H 5.900 4.797 3.887
H 4.094 3.722 2.723
H 3.738 3.621 4.473
H 2.674 6.013 3.065
H 1.891 5.071 4.319
H 0.917 5.045 2.012
H -1.300 3.214 4.034
H -1.218 1.640 3.749
H 1.908 1.258 4.779
H 0.255 3.570 0.412
H -0.878 3.507 1.782
H -1.522 0.957 -0.709
H -1.605 2.688 -0.429
H -4.777 3.037 0.397
H -5.782 1.959 -0.602
H -5.627 1.697 1.160
H -4.696 -0.342 1.321
H -3.331 -0.870 0.317
H -4.916 -0.658 -0.434
H 1.079 1.707 -0.571
H 0.489 0.085 -0.138
H 1.526 0.255 2.066
H 3.866 0.814 0.679
H 3.097 -1.151 2.285
H 2.987 -1.896 0.687
H 5.277 -1.962 1.976
H 5.490 -0.308 1.458
H 5.327 -1.614 0.248
H 2.843 1.983 2.638
H 2.839 2.744 1.189
Br -1.709 -4.155 0.188
C -1.761 -2.824 -1.228
C -0.603 -2.961 -2.172
Br 1.032 -2.279 -1.368
H -1.788 -1.856 -0.736
H -2.695 -2.973 -1.754
H -0.755 -2.359 -3.063
H -0.407 -3.990 -2.450
Br -3.005 -0.006 -2.785
C -2.597 -0.733 -4.546
C -3.701 -1.568 -5.137
Br -3.900 -3.235 -4.159
H -1.700 -1.324 -4.400
H -2.369 0.110 -5.193
H -3.450 -1.828 -6.161
H -4.676 -1.092 -5.113
Br 4.357 2.445 10.153
C 3.146 3.014 8.747
C 2.713 1.869 7.870
Br 4.153 1.298 6.686
H 3.665 3.783 8.184
H 2.283 3.447 9.246
H 1.896 2.175 7.222
H 2.429 0.996 8.447
Br -7.634 2.198 -3.281
C -7.376 4.004 -3.952
C -5.923 4.393 -3.978
Br -5.235 4.775 -2.197
H -7.965 4.659 -3.320
H -7.780 4.006 -4.961
H -5.787 5.309 -4.549
H -5.300 3.609 -4.387
Br -6.951 -3.535 -7.884
C -5.600 -3.978 -9.208
C -4.228 -3.557 -8.761
Br -3.988 -1.626 -8.877
H -5.898 -3.497 -10.134
H -5.647 -5.057 -9.330
H -3.464 -3.990 -9.399
H -4.043 -3.832 -7.727
Br 7.695 4.847 8.941
C 7.466 3.022 8.317
C 8.444 2.658 7.233
Br 7.993 3.500 5.537
H 6.439 2.937 7.979
H 7.613 2.385 9.185
H 8.415 1.587 7.053
H 9.458 2.965 7.466
Br 7.873 -1.388 3.730
C 8.186 -3.084 2.829
C 9.293 -2.985 1.815
Br 8.727 -2.027 0.222
H 7.247 -3.372 2.369
H 8.443 -3.792 3.612
H 9.587 -3.976 1.481
H 10.157 -2.458 2.204
Br 0.810 -6.493 -2.475
C 0.941 -6.803 -0.559
C 1.681 -8.077 -0.246
Br 0.609 -9.652 -0.613
H -0.075 -6.812 -0.181
H 1.472 -5.944 -0.156
H 1.920 -8.115 0.813
H 2.588 -8.174 -0.832
Br -8.528 -5.988 -10.533
C -9.543 -4.346 -10.759
C -11.019 -4.608 -10.897
Br -11.476 -5.336 -12.637
H -9.137 -3.848 -11.633
H -9.343 -3.753 -9.869
H -11.573 -3.677 -10.807
H -11.374 -5.318 -10.159
*
```

=====

10.
Formula: C5H12NO
Source: the Open Molecules 2025 dataset
Level of theory: ωB97M-V/def2-TZVPD

Results
**F_max**: 1.96 eV/Å
**Energy above the lowest of the compared OMol25 structures with the same formula, charge and spin**: 23.2 kcal/mol
**SMILES**: CCNCCC[O-]
**Frontier orbital gap**: 6.43 eV

Geometry as ORCA input:
```
! wB97M-V def2-TZVPD RIJCOSX def2/J DEFGRID3
* xyz -1 1
C -1.339 0.190 1.252
N -0.391 -0.088 0.242
C 0.636 0.911 -0.037
C 1.943 0.286 -0.502
C 1.844 -0.626 -1.751
O 0.862 -1.541 -1.635
C -2.721 -0.417 0.927
H -1.497 1.274 1.249
H -1.071 -0.193 2.260
H 0.007 -0.948 -0.132
H 0.904 1.531 0.839
H 0.262 1.655 -0.754
H 2.328 -0.296 0.326
H 2.793 0.949 -0.600
H 2.855 -1.102 -1.768
H 1.784 0.083 -2.618
H -2.619 -1.489 1.047
H -3.116 -0.065 -0.019
H -3.463 -0.115 1.673
*
```

=====

11.
Formula: CH2Br2O2S
Source: the Open Molecules 2025 dataset
Level of theory: ωB97M-V/def2-TZVPD

Results
**F_max**: 4.68 eV/Å
**Energy above the lowest of the compared OMol25 structures with the same formula, charge and spin**: 37.7 kcal/mol
**Frontier orbital gap**: 8.76 eV

Geometry as ORCA input:
```
! wB97M-V def2-TZVPD RIJCOSX def2/J DEFGRID3
* xyz 0 1
C 1.347 -0.353 -0.352
O -1.472 1.573 1.388
O 0.079 0.487 -0.562
S -1.697 1.153 0.025
Br 0.747 -2.027 0.386
Br -2.850 -0.719 0.040
H 1.973 0.052 0.386
H 1.873 -0.167 -1.311
*
```

=====

12.
Formula: C9H16N2O3
Source: the Open Molecules 2025 dataset
Level of theory: ωB97M-V/def2-TZVPD

Results
**F_max**: 3.95 eV/Å
**Energy above the lowest of the compared OMol25 structures with the same formula, charge and spin**: 125.6 kcal/mol
**Frontier orbital gap**: 9.45 eV

Geometry as ORCA input:
```
! wB97M-V def2-TZVPD RIJCOSX def2/J DEFGRID3
* xyz 0 1
C -0.216 0.113 0.491
C -0.917 0.547 1.876
C -0.850 -0.876 -0.541
C 1.159 0.120 -1.351
C -0.898 -2.221 0.158
C -2.191 -0.428 -1.056
C 2.525 -0.537 -1.247
C 1.241 1.291 -2.394
C -0.428 1.558 3.917
N 0.181 -0.939 -1.548
N 0.834 0.646 0.025
O 1.583 1.505 0.575
O -2.022 0.232 2.198
O -0.067 1.244 2.617
H -1.047 -3.036 -0.668
H -1.776 -2.212 0.867
H -0.007 -2.568 0.820
H -2.754 -1.223 -1.525
H -2.033 0.419 -1.809
H -2.712 -0.145 -0.235
H 2.323 -1.578 -0.901
H 3.003 0.045 -0.557
H 2.966 -0.608 -2.237
H 1.467 2.270 -1.783
H 0.215 1.234 -2.919
H 2.172 1.057 -3.037
H -0.077 2.531 4.182
H -0.036 0.797 4.600
H -1.442 1.773 3.952
H -0.197 -1.011 -2.470
*
```

=====

13.
Formula: C4H13N2O2
Source: the Open Molecules 2025 dataset
Level of theory: ωB97M-V/def2-TZVPD

Results
**F_max**: 3.14 eV/Å
**Energy above the lowest of the compared OMol25 structures with the same formula, charge and spin**: 38.9 kcal/mol
**Frontier orbital gap (spin up / spin down)**: 2.73 / 7.27 eV

Geometry as ORCA input:
```
! wB97M-V def2-TZVPD RIJCOSX def2/J DEFGRID3
* xyz 0 2
O 0.840 -0.819 3.435
C 1.257 -1.276 2.360
C 0.859 -0.695 0.999
C 0.250 0.689 1.270
C -0.270 1.472 0.122
N -1.219 0.700 -0.753
N -0.202 -1.501 0.312
H 1.712 -2.290 2.285
H 1.737 -0.590 0.343
H 1.007 1.300 1.774
H -0.465 0.477 2.067
H 0.531 1.800 -0.552
H -0.675 2.449 0.393
H -2.108 1.213 -0.802
H -1.440 -0.211 -0.319
H -0.982 0.741 -1.756
H -0.393 -2.319 0.876
H 0.058 -1.850 -0.612
H -0.836 -0.044 -4.122
H 0.561 0.541 -3.912
O -0.222 0.213 -3.407
*
```

=====

14.
Formula: C17H38NO7SSi2
Source: the Open Molecules 2025 dataset
Level of theory: ωB97M-V/def2-TZVPD

Results
**F_max**: 1.20 eV/Å
**Frontier orbital gap**: 6.12 eV

Geometry as ORCA input:
```
! wB97M-V def2-TZVPD RIJCOSX def2/J DEFGRID3
* xyz -1 1
C 3.564 5.180 -1.452
C 4.082 3.903 -2.091
O 3.374 3.616 -3.290
C 2.728 2.360 -3.358
C 1.239 2.477 -2.990
C 0.794 1.733 -1.745
C 1.083 0.206 -1.776
C 1.931 -0.384 -0.641
O 3.087 -1.111 -1.099
C 4.050 -0.477 -1.819
O 4.038 -0.492 -3.006
C 5.173 0.131 -1.014
C 4.796 0.834 0.290
C -0.709 2.030 -1.487
O -0.811 2.112 -0.057
S 0.405 3.011 0.394
O 0.197 4.351 -0.046
O 0.772 2.722 1.726
O 1.447 2.309 -0.576
H 4.164 5.423 -0.569
H 3.625 6.013 -2.156
H 2.526 5.063 -1.130
H 3.982 3.066 -1.387
H 5.147 4.004 -2.337
H 3.239 1.638 -2.711
H 2.847 1.997 -4.382
H 0.603 2.130 -3.813
H 1.040 3.542 -2.834
H 0.116 -0.304 -1.730
H 1.522 -0.060 -2.742
H 1.356 -1.138 -0.103
H 2.225 0.376 0.082
H 5.714 0.800 -1.688
H 5.850 -0.703 -0.790
H 4.557 0.122 1.082
H 5.646 1.431 0.630
H 3.951 1.517 0.170
H -1.407 1.278 -1.849
H -0.988 2.992 -1.928
C -3.054 0.492 1.754
Si -2.893 -1.394 1.803
C -1.444 -1.734 2.991
C -2.195 -1.816 0.070
N -4.327 -2.126 2.187
Si -4.709 -3.733 2.332
C -3.746 -4.686 3.672
C -4.486 -4.771 0.747
C -6.536 -3.940 2.800
H -2.096 0.925 1.467
H -3.807 0.782 1.015
H -3.354 0.892 2.725
H -0.597 -1.060 2.815
H -1.078 -2.760 2.891
H -1.777 -1.595 4.023
H -2.985 -1.723 -0.680
H -1.808 -2.839 0.028
H -1.373 -1.141 -0.212
H -2.703 -4.842 3.377
H -4.183 -5.671 3.872
H -3.750 -4.116 4.604
H -4.940 -4.251 -0.101
H -4.954 -5.758 0.832
H -3.427 -4.927 0.520
H -7.168 -3.478 2.037
H -6.734 -3.437 3.750
H -6.831 -4.990 2.900
*
```